The following is a DFT calculation (ωB97M-V/def2-TZVPD) of one molecule with the formula C6H4FN in a non-equilibrium geometry.

As for the net charge: 0. As for the total energy: -10489.32597 eV. The calculation puts the LUMO energy at 0.02482 Ha. Its structure (SMILES) is C#C[C@@H]1[C@@H](F)[C@@H]1C#N. The HOMO-LUMO gap comes out at 10.81 eV.

Cartesian coordinates (Å):
C 2.398 -0.605 -0.456
C 1.291 -0.955 0.077
C -0.120 -0.814 0.476
C -1.141 -0.513 -0.481
F -2.434 -0.927 -0.471
C -0.688 0.633 0.556
C -0.310 1.857 -0.007
N -0.034 2.902 -0.367
H 3.467 -0.779 -0.821
H -0.270 -1.529 1.391
H -0.868 -0.265 -1.406
H -1.292 0.995 1.509

***

The following is a DFT calculation (ωB97M-V/def2-TZVPD) of an isolated ion of composition C5H8N and charge +1 in a non-equilibrium geometry.

As for the net charge: +1. As for the total energy: -6794.48401 eV. The calculation puts the LUMO energy at -0.15441 Ha. Its structure (SMILES) is C=C=C=C[NH2+]C. The HOMO-LUMO gap comes out at 9.67 eV.

Cartesian coordinates (Å):
C 3.767 0.338 -0.067
C 2.603 -0.184 0.053
C 1.383 -0.427 0.047
C 0.185 -0.873 0.243
N -0.836 0.170 0.311
C -2.197 0.140 -0.230
H 4.614 -0.362 -0.112
H 4.124 1.355 -0.047
H -0.161 -1.870 0.249
H -0.959 0.510 1.268
H -0.259 0.928 -0.065
H -2.246 0.221 -1.288
H -2.698 -0.779 0.117
H -2.764 0.932 0.207

***

The following is a DFT calculation (ωB97M-V/def2-TZVPD) of one molecule with the formula C21H17N3O2 in a non-equilibrium geometry.

As for the net charge: 0. As for the total energy: -30614.32163 eV. The calculation puts the LUMO energy at -0.01292 Ha. Its structure (SMILES) is CC1=C2C[C@]23C(=N1)CC(=O)C1=C3C[C@H](C(=O)c2cc3ccccc3[nH]2)N1. The HOMO-LUMO gap comes out at 7.35 eV.

Cartesian coordinates (Å):
C -0.483 -1.941 6.204
C -0.465 -2.027 4.697
C -0.812 -0.988 3.844
C -1.910 -1.029 2.865
C -0.427 -1.377 2.480
C 0.144 -2.729 2.737
N 0.062 -3.100 3.995
C 0.884 -3.407 1.623
C 1.707 -2.409 0.835
O 2.667 -2.827 0.201
C 1.304 -0.979 0.724
C 0.368 -0.460 1.557
C 0.175 1.017 1.332
C 1.143 1.364 0.206
C 0.490 1.982 -1.063
O 0.910 3.089 -1.466
C -0.638 1.367 -1.827
C -1.069 0.044 -1.885
C -2.122 -0.039 -2.868
C -2.889 -1.140 -3.333
C -3.877 -0.904 -4.291
C -4.007 0.388 -4.855
C -3.196 1.464 -4.428
C -2.310 1.219 -3.397
N -1.413 2.076 -2.769
N 1.785 0.053 -0.054
H -1.197 -2.642 6.634
H -0.671 -0.916 6.566
H 0.511 -2.228 6.623
H -2.627 -1.829 3.021
H -2.302 -0.068 2.565
H 0.179 -3.835 0.923
H 1.532 -4.237 2.021
H -0.863 1.257 1.086
H 0.402 1.540 2.242
H 1.876 2.081 0.613
H -0.647 -0.744 -1.285
H -2.754 -2.163 -2.964
H -4.589 -1.675 -4.599
H -4.789 0.552 -5.618
H -3.264 2.417 -4.934
H -1.261 3.035 -3.011
H 2.614 -0.096 -0.670

***

The following is a DFT calculation (ωB97M-V/def2-TZVPD) of C34H39IrN5O2P2S2 as an isolated structure in a non-equilibrium geometry.

Its spin multiplicity is 6. As for the expectation value of S²: 8.798. As for the net charge: +2. As for the total energy: -90493.68799 eV. The calculation puts the LUMO energy (spin up / spin down) at -0.24016 / -0.33842 Ha. The HOMO-LUMO gap (spin up / spin down) comes out at 5.76 / 2.95 eV.

Cartesian coordinates (Å):
Ir 1.375 1.478 -1.019
C 1.469 -2.615 2.058
C 0.910 -2.738 0.824
C -0.440 -2.266 0.424
C -0.802 -0.768 0.607
C -0.505 -0.071 1.914
C -0.160 -0.551 3.145
C -0.523 -1.875 3.680
C 0.795 -2.666 3.439
C 2.340 2.241 0.747
H 2.345 -3.303 2.070
H 1.536 -3.005 -0.027
H -1.210 -2.903 0.828
H -0.460 -2.405 -0.668
H -0.034 -0.213 -0.028
H -1.790 -0.669 0.122
H -0.144 0.967 1.678
H 0.519 0.069 3.731
H -1.325 -2.366 3.096
H -0.779 -1.831 4.766
H 1.503 -2.386 4.210
H 0.642 -3.721 3.681
H 2.257 1.341 1.425
H 1.640 2.983 1.154
H 3.292 2.802 1.021
P -1.122 2.354 -0.890
P -1.057 -0.869 -2.675
N -2.642 2.793 0.342
N -1.590 3.792 -1.816
N -2.576 -1.755 -2.498
N -0.985 -1.394 -4.459
C -2.330 1.349 -1.770
C -1.742 0.752 -3.043
C -2.424 3.420 1.548
C -3.630 3.745 2.157
C -4.668 3.377 1.259
C -4.020 2.826 0.123
C -0.624 4.751 -2.063
C -1.193 5.782 -2.810
C -2.575 5.455 -3.005
C -2.796 4.245 -2.373
C -2.730 -2.873 -1.657
C -4.083 -3.102 -1.457
C -4.785 -2.152 -2.229
C -3.865 -1.331 -2.854
C -1.944 -2.102 -5.197
C -1.618 -2.029 -6.538
C -0.422 -1.267 -6.638
C -0.063 -0.865 -5.367
H -3.212 1.904 -2.092
H -2.700 0.595 -1.069
H -2.480 0.809 -3.842
H -0.889 1.319 -3.436
H -1.407 3.557 1.890
H -3.702 4.160 3.170
H -5.736 3.444 1.440
H -4.506 2.453 -0.767
H 0.364 4.542 -1.699
H -0.653 6.623 -3.191
H -3.310 6.002 -3.591
H -3.732 3.702 -2.341
H -1.902 -3.330 -1.177
H -4.440 -3.784 -0.712
H -5.866 -2.036 -2.266
H -4.013 -0.475 -3.486
H -2.797 -2.567 -4.721
H -2.183 -2.506 -7.315
H 0.111 -1.059 -7.558
H 0.743 -0.228 -5.045
O 4.529 -4.265 3.713
S 4.239 -2.926 4.231
O 3.496 -2.702 5.476
N 3.509 -1.954 2.951
C 4.358 -1.188 2.273
S 3.984 -0.540 0.732
C 5.639 -1.074 2.968
C 6.712 -0.190 2.761
C 7.820 -0.262 3.623
C 7.846 -1.207 4.672
C 6.772 -2.072 4.899
C 5.674 -1.925 4.083
H 6.663 0.600 2.001
H 8.693 0.386 3.515
H 8.703 -1.344 5.325
H 6.705 -2.892 5.617

***

The calculation returns the following energy relative to the best compared isomer or geometry (same formula, charge and spin) values, one per record and in order: 86.5 83.1 68.2 123.3 kcal per mole.